No. 1
Density functional theory data (ωB97M-V/def2-TZVPD) for 2 unconnected molecules or ions with the total composition CH4NO3 in a non-equilibrium geometry.

Output
Total charge: -1
Kohn-Sham gap, eV: 9.0359
Electronic energy, hartree: -320.989827
Energy above the lowest of the compared OMol25 structures with the same formula, charge and spin, kJ/mol: 228.2

Structure (XYZ):
```
9
CH4NO3 | the Open Molecules 2025 dataset | ωB97M-V/def2-TZVPD
O -1.11 -1.07 -0.59
O 1.11 0.41 -0.48
O 2.59 -1.15 0.14
N -2.05 -0.21 0.04
C 2.23 -0.02 -0.14
H -0.20 -0.63 -0.58
H -2.03 0.66 -0.51
H 3.04 0.81 -0.04
H -1.66 0.04 0.95
```



No. 2
Density functional theory data (ωB97M-V/def2-TZVPD) for 2 unconnected molecules or ions with the total composition CH4NO3P in a non-equilibrium geometry.

Output
Kohn-Sham gap, eV: 11.1163
Electronic energy, hartree: -662.360636
Energy above the lowest of the compared OMol25 structures with the same formula, charge and spin, kJ/mol: 102.9
SMILES string: NP(=O)=O.C=O

Structure (XYZ):
```
10
CH4NO3P | the Open Molecules 2025 dataset | ωB97M-V/def2-TZVPD
P -1.58 -0.22 -0.06
O 1.25 -0.13 0.18
O -1.69 -0.88 -1.35
O -1.73 -0.82 1.27
N -1.80 1.38 0.07
C 1.48 -1.30 0.10
H -1.73 1.86 0.95
H 0.80 -2.05 -0.45
H -1.81 2.08 -0.59
H 2.35 -1.84 0.33
```



No. 3
Density functional theory data (ωB97M-V/def2-TZVPD) for a single CH4NO3P molecule in a non-equilibrium geometry.

Output
Kohn-Sham gap, eV: 9.9088
Electronic energy, hartree: -662.244663
Energy above the lowest of the compared OMol25 structures with the same formula, charge and spin, kJ/mol: 407.4
SMILES string: O=[P@@]1(O)CN1O

Structure (XYZ):
```
10
CH4NO3P | the Open Molecules 2025 dataset | ωB97M-V/def2-TZVPD
P 0.67 -0.83 0.36
O -0.34 1.72 0.97
O 1.55 -1.27 -0.94
O 0.84 -1.50 1.79
N 0.08 0.84 -0.01
C -0.95 -0.27 -0.32
H -1.65 -0.27 0.53
H -1.14 -0.30 -1.42
H -0.12 2.57 0.58
H 1.05 -0.70 -1.55
```



No. 4
Density functional theory data (ωB97M-V/def2-TZVPD) for a molecular structure, CH4NO3P in a non-equilibrium geometry.

Output
Kohn-Sham gap, eV: 10.1743
Electronic energy, hartree: -662.324545
Energy above the lowest of the compared OMol25 structures with the same formula, charge and spin, kJ/mol: 197.7

Structure (XYZ):
```
10
CH4NO3P | the Open Molecules 2025 dataset | ωB97M-V/def2-TZVPD
P 1.11 0.41 -0.24
O 1.59 0.69 1.11
O -0.02 -1.56 0.12
O 1.77 0.00 -1.47
N -0.82 1.66 0.45
C -0.71 0.70 -0.34
H 0.56 -2.20 -0.38
H -1.45 0.12 -0.98
H -1.79 1.96 0.73
H -0.23 -1.79 1.00
```



No. 5
Density functional theory data (ωB97M-V/def2-TZVPD) for a single CH4NO4P molecule in a non-equilibrium geometry.

Output
Kohn-Sham gap, eV: 10.2542
Electronic energy, hartree: -737.475424
Energy above the lowest of the compared OMol25 structures with the same formula, charge and spin, kJ/mol: 538.9
SMILES string: O=NO[P@@H](=O)CO

Structure (XYZ):
```
11
CH4NO4P | the Open Molecules 2025 dataset | ωB97M-V/def2-TZVPD
P 0.56 -0.07 -0.27
O 0.67 0.24 -1.70
O -0.03 2.18 0.90
O 0.00 -1.57 -0.22
O -0.93 -2.93 -1.63
N -0.51 -1.85 -1.58
C -0.25 0.83 1.04
H -1.32 0.44 1.25
H 1.75 -0.35 0.30
H -0.23 2.58 -0.02
H 0.28 0.50 1.94
```



No. 6
Density functional theory data (ωB97M-V/def2-TZVPD) for a single CH4NOP molecule in a non-equilibrium geometry.

Output
Kohn-Sham gap, eV: 8.9567
Electronic energy, hartree: -511.721421
Energy above the lowest of the compared OMol25 structures with the same formula, charge and spin, kJ/mol: 374.8
SMILES string: O=NCP

Structure (XYZ):
```
8
CH4NOP | the Open Molecules 2025 dataset | ωB97M-V/def2-TZVPD
P -0.38 -0.47 -0.96
O -0.17 2.29 -0.81
N -0.69 2.01 0.25
C -1.33 0.72 0.11
H 0.83 -0.25 -0.19
H -0.81 -1.52 -0.23
H -1.46 0.17 1.05
H -2.31 0.67 -0.37
```



No. 7
Density functional theory data (ωB97M-V/def2-TZVPD) for 2 unconnected molecules or ions with the total composition CH4NOP in a non-equilibrium geometry.

Output
Kohn-Sham gap (spin up / spin down), eV: 8.9471 / 5.8591
Electronic energy, hartree: -511.689482
Energy above the lowest of the compared OMol25 structures with the same formula, charge and spin, kJ/mol: 458.6

Structure (XYZ):
```
8
CH4NOP | the Open Molecules 2025 dataset | ωB97M-V/def2-TZVPD
P -0.15 -0.99 1.58
O 0.05 0.13 -1.00
N 0.03 -2.45 1.85
C -0.10 1.46 -1.10
H 0.73 1.81 -1.66
H 0.13 1.70 -0.05
H 0.42 -3.34 1.77
H -1.11 1.69 -1.38
```



No. 8
Density functional theory data (ωB97M-V/def2-TZVPD) for a molecular structure, CH4NOPS in a non-equilibrium geometry.

Output
Kohn-Sham gap, eV: 6.9303
Electronic energy, hartree: -909.900720
Energy above the lowest of the compared OMol25 structures with the same formula, charge and spin, kJ/mol: 273.6

Structure (XYZ):
```
9
CH4NOPS | the Open Molecules 2025 dataset | ωB97M-V/def2-TZVPD
S -2.62 -0.20 0.14
P -0.06 1.18 0.40
O -0.48 -1.72 0.18
N -1.39 0.76 -0.50
C 0.54 -1.01 0.02
H 0.99 -1.08 -0.96
H 1.42 -0.96 0.82
H -1.60 1.17 -1.44
H -0.95 0.99 1.59
```



Which of these has the lowest electronic energy? CH4NOPS